10
Properties=species:S:1:pos:R:3:forces:R:3:nbo_charge:R:1 method="wB97M-V/def2-TZVPD" max_force_ev_per_a=6.4 homo_lumo_gap_ev=9.03 e_homo_ha=-0.3057 e_lumo_ev=0.7 mol_weight_g_mol=78.14
S 2.997629 0.967240 -6.656594 1.3 0.1 0.2 -0.266
N -1.680649 -0.584567 1.689911 0.9 -1.3 -0.5 -0.885
N -0.771590 0.370360 3.663698 1.6 -4.0 -4.8 -0.943
C -0.704874 -0.536672 2.507804 -2.8 0.5 1.8 0.376
H -2.515714 -0.995156 2.109729 -0.4 1.4 -0.3 0.400
H 2.399575 -0.112308 -6.213893 -0.3 -0.7 0.3 0.135
H -0.427585 -0.291300 4.336937 0.0 1.9 1.8 0.443
H 1.875382 1.414671 -7.123640 -1.1 0.6 -0.5 0.131
H -1.155990 1.149427 3.149969 -0.6 0.8 2.1 0.466
H -0.016184 -1.381694 2.536078 1.3 0.6 -0.1 0.143